The following is a DFT calculation (wB97M-V/def2-TZVPD) of a structure of composition C7H18I3MoOP2.

The geometry in XYZ format:
```
32
Properties=species:S:1:pos:R:3:nbo_charge:R:1
I -0.0851 -2.2223 -2.5929 0.3725
I 0.0687 2.0793 -2.0542 0.3930
Mo 0.0025 0.1854 -0.1636 -0.0470
P -2.4505 -0.1756 -0.0554 1.1925
C -3.2557 1.3405 0.4409 -0.9508
C -3.1988 -0.6556 -1.5762 -0.9960
H -4.2080 -1.0634 -1.4047 0.3166
H -4.2628 -1.4308 1.0171 0.2949
H -2.6551 -1.5064 -1.9657 0.2684
H -2.7020 -2.3304 0.8528 0.2589
H -2.9537 2.1317 -0.2468 0.2580
H -2.9790 0.1236 -2.3008 0.2711
C -3.1620 -1.3783 1.1451 -0.9245
H -4.3281 1.1301 0.4057 0.3114
H -2.8845 -1.1609 2.1875 0.2684
H -2.9890 1.6071 1.4631 0.2760
P 2.4167 -0.0469 -0.0507 1.1455
C 3.1948 1.4925 0.4845 -0.9341
C 3.1751 -1.2545 1.1498 -0.9070
H 2.7552 -1.3936 -1.9354 0.2636
H 4.3288 -0.8027 -1.4044 0.3162
H 2.9909 0.2561 -2.2617 0.2582
C 3.2653 -0.5194 -1.5515 -0.9630
H 2.7506 -2.2246 0.8383 0.2571
H 4.2808 -1.2774 1.0273 0.2938
H 4.2771 1.3165 0.4490 0.3096
H 2.8972 1.7029 1.5178 0.2716
H 2.8807 -1.0258 2.1924 0.2613
H 2.8806 2.2953 -0.1920 0.2559
C -0.0368 2.2120 0.8345 0.5972
O -0.0131 3.2944 1.2150 -0.3183
I -0.0008 -0.6990 2.5351 0.3290
```

Summary:
Spin multiplicity: 3
Lowest unoccupied orbital energy (alpha / beta) (eV): -14.3 / -14.5
Frontier orbital gap (alpha / beta) (eV): 5.928 / 5.541
ΔE to the lowest compared entry with this formula, charge and spin (kJ/mol): 16.6
Charge: +3



The following is a DFT calculation (wB97M-V/def2-TZVPD) of a cluster of 12 separate species, C79H174N10O15 in total.

The geometry in XYZ format:
```
278
Properties=species:S:1:pos:R:3:lowdin_charge:R:1
C -2.9290 3.7175 -2.8401 -0.0217
C -3.8803 3.2103 -3.9725 -0.4816
C -5.3093 3.8300 -3.7300 -0.1360
C -5.4326 5.2936 -4.1300 -0.1675
C -4.9521 5.4705 -5.5807 -0.1368
C -3.6023 4.8179 -5.9944 -0.4876
N -3.5620 3.4730 -5.3604 -0.0993
O -2.5456 2.6669 -5.9149 -0.0415
C -3.5524 4.6893 -7.5217 -0.0335
C -2.4364 5.6597 -5.5217 -0.0312
C -4.0830 1.6888 -3.7977 -0.0282
H -3.4273 3.5897 -1.8812 0.0587
H -2.7142 4.7666 -3.0394 0.0561
H -2.0035 3.1419 -2.8149 0.0837
H -6.0711 3.2042 -4.1916 0.1147
H -5.3333 3.6674 -2.6499 0.1098
H -4.9941 5.9656 -3.3926 0.1061
H -6.5152 5.4394 -4.1090 0.1077
H -5.0316 6.5204 -5.8906 0.1173
H -5.7974 5.2024 -6.2285 0.1140
H -2.5656 4.3080 -7.7850 0.0756
H -4.2716 3.9512 -7.8762 0.0868
H -3.6981 5.6836 -7.9398 0.0888
H -1.7422 5.1233 -4.8760 0.0769
H -1.9338 6.2059 -6.3211 0.0835
H -2.7256 6.4701 -4.8398 0.0795
H -3.2000 1.1530 -4.1540 0.0709
H -4.9418 1.2916 -4.3385 0.0846
H -4.1512 1.4192 -2.7420 0.0816
H -2.9623 1.8964 -6.3192 0.0954
C 0.1359 8.9156 3.0097 -0.0194
C -1.0541 8.3555 2.1292 -0.4862
C -1.3330 9.4846 1.1466 -0.1629
C -2.2088 9.0662 -0.0303 -0.1741
C -1.3482 7.9811 -0.7416 -0.1368
C -1.0396 6.7376 0.1207 -0.4902
N -0.4974 7.1621 1.4148 -0.0797
O -0.2128 6.0562 2.2333 -0.0343
C -2.3190 5.8897 0.1970 -0.0152
C -0.0122 5.9754 -0.7418 -0.0203
C -2.1587 7.9365 3.0423 -0.0353
H 0.9499 9.2371 2.3620 0.0840
H 0.4993 8.2310 3.7666 0.0616
H -0.3506 9.8301 3.3572 0.0820
H -1.6598 10.4296 1.5927 0.1223
H -0.3921 9.8224 0.6985 0.1158
H -2.4039 9.9240 -0.6749 0.1101
H -3.1820 8.7359 0.3417 0.1066
H -0.5812 8.5750 -1.2347 0.1218
H -2.1272 7.7348 -1.4731 0.1114
H -2.6772 5.5265 -0.7679 0.0596
H -2.1311 4.9797 0.7725 0.0717
H -3.1339 6.4428 0.6633 0.0727
H -0.4375 5.8897 -1.7437 0.0762
H 0.8694 6.5868 -0.9457 0.0863
H 0.2400 5.0123 -0.2994 0.0698
H -2.9387 7.3868 2.5184 0.0746
H -2.6516 8.7195 3.6323 0.0931
H -1.8015 7.3829 3.9146 0.0694
H 0.5967 6.3277 2.7068 0.0616
C 0.0813 -1.0160 -1.0649 -0.0007
C -0.2176 0.0937 0.0155 -0.4463
C -1.3646 0.9739 -0.4919 -0.1417
C -2.2185 1.8392 0.4458 -0.1501
C -2.6972 0.9749 1.6217 -0.1360
C -1.5717 0.0717 2.1697 -0.4552
N -0.7496 -0.6010 1.1951 -0.1195
O 0.1062 -1.5864 1.7080 0.0029
C -0.7249 1.0014 3.0883 0.0003
C -2.4288 -0.9028 3.0256 -0.0296
C 1.0221 1.0130 0.2102 -0.0067
H 1.1642 -1.1337 -1.0928 0.0542
H -0.2170 -0.6631 -2.0553 0.0749
H -0.4986 -1.9268 -0.9161 0.0777
H -0.9723 1.6631 -1.2443 0.1100
H -2.0805 0.2900 -0.9624 0.1206
H -3.0114 2.3335 -0.1105 0.0928
H -1.5635 2.5999 0.8829 0.0918
H -3.6718 0.5142 1.4452 0.1029
H -2.9867 1.6284 2.4503 0.0960
H -1.3634 1.4775 3.8356 0.0658
H 0.0578 0.4340 3.5913 0.0900
H -0.3458 1.8641 2.5373 0.0561
H -2.8932 -1.6560 2.3880 0.0871
H -1.9119 -1.5019 3.7807 0.0498
H -3.1733 -0.3842 3.6276 0.0691
H 0.7462 2.0635 0.2954 0.0576
H 1.6222 0.8257 -0.6836 0.0577
H 1.7056 0.8343 1.0426 0.0800
H -0.0777 -2.3199 1.1100 0.0577
C 0.8512 -5.0858 1.0989 0.0006
C 0.2675 -6.1023 0.0755 -0.4657
C 0.8550 -5.9024 -1.3449 -0.1202
C 2.1438 -6.6710 -1.6779 -0.1654
C 1.9030 -8.1591 -1.3827 -0.1571
C 1.3802 -8.4467 0.0307 -0.4804
N 0.3153 -7.5462 0.4515 -0.1237
O -0.1185 -7.8137 1.7489 -0.0148
C 0.9104 -9.9250 0.0065 -0.0166
C 2.6740 -8.2430 0.9199 -0.0200
C -1.2356 -5.8297 -0.0265 -0.0413
H 0.7126 -4.1214 0.6102 0.0588
H 1.9247 -5.2255 1.2489 0.0797
H 0.4307 -5.1688 2.0996 0.0747
H 0.0713 -6.1406 -2.0677 0.1179
H 0.9680 -4.8249 -1.4985 0.1022
H 3.0822 -6.3398 -1.2418 0.0770
H 2.1992 -6.6279 -2.7677 0.1067
H 2.7376 -8.8281 -1.5859 0.1283
H 1.0867 -8.4136 -2.0695 0.1135
H 1.7786 -10.5206 0.2817 0.0772
H 0.0465 -10.0666 0.6541 0.0713
H 0.5727 -10.2445 -0.9804 0.0737
H 3.4134 -7.5491 0.5055 0.0625
H 2.3525 -7.8518 1.8850 0.0745
H 3.3784 -9.0744 1.0216 0.0757
H -1.7294 -5.7231 0.9426 0.0556
H -1.7817 -6.5529 -0.6288 0.0931
H -1.3435 -4.8215 -0.4448 0.0838
H -1.0463 -8.0540 1.6462 0.0906
C -4.1837 -3.2183 6.2262 -0.0510
C -4.3468 -4.4921 5.4516 -0.4928
C -4.1009 -4.0985 3.9768 -0.1309
C -3.9628 -5.3683 3.1469 -0.1769
C -2.6885 -6.0986 3.5905 -0.1263
C -2.9346 -6.6003 5.0432 -0.4889
N -3.3749 -5.4947 5.9418 -0.1004
O -3.6137 -5.9328 7.2643 -0.0020
C -3.7967 -7.8099 5.1514 -0.0447
C -1.5025 -7.0039 5.5770 -0.0271
C -5.8256 -4.9548 5.5889 -0.0201
H -4.1603 -3.3639 7.3123 0.0847
H -4.9920 -2.4791 6.2117 0.0870
H -3.3084 -2.6364 5.9284 0.0733
H -4.8514 -3.4216 3.5648 0.1184
H -3.1832 -3.5687 3.7039 0.0918
H -3.8555 -5.1887 2.0712 0.1051
H -4.8254 -6.0403 3.1600 0.1127
H -1.8333 -5.4244 3.5946 0.0976
H -2.5881 -6.9431 2.9108 0.1070
H -3.4688 -8.6558 4.5418 0.0912
H -3.7285 -8.3038 6.1260 0.0882
H -4.8460 -7.5442 5.0320 0.0686
H -0.7371 -6.3287 5.1986 0.0677
H -1.4726 -7.1459 6.6607 0.0722
H -1.2896 -8.0332 5.2735 0.0819
H -6.0660 -5.9765 5.2989 0.0628
H -6.4360 -4.2163 5.0686 0.0849
H -6.1765 -4.9606 6.6250 0.0828
H -2.7572 -5.7213 7.6479 0.0889
C 1.3950 0.5192 -8.5254 -0.0078
C 0.0009 -0.1971 -8.5694 -0.4623
C 0.1840 -1.5959 -9.2923 -0.1410
C 0.8126 -2.7049 -8.4959 -0.1662
C 0.0588 -2.8398 -7.1351 -0.1235
C -0.0774 -1.5531 -6.3275 -0.4963
N -0.4684 -0.3982 -7.1670 -0.1287
O -0.5268 0.7646 -6.3692 -0.0156
C -1.1694 -1.7976 -5.2788 -0.0346
C 1.2823 -1.2077 -5.6972 -0.0378
C -1.1334 0.5360 -9.2880 -0.0445
H 1.1831 1.4063 -9.1268 0.0764
H 2.2167 -0.0818 -8.9048 0.0740
H 1.6039 0.8532 -7.5122 0.0659
H -0.8149 -1.7863 -9.6901 0.1096
H 0.8439 -1.3102 -10.1157 0.1131
H 1.8285 -2.3638 -8.2735 0.0968
H 0.9204 -3.6948 -8.9347 0.1117
H 0.7722 -3.4885 -6.6182 0.1141
H -0.8977 -3.3522 -7.2292 0.1179
H -1.1565 -0.9483 -4.5829 0.0638
H -2.1498 -1.6775 -5.7421 0.0856
H -1.1044 -2.6296 -4.5785 0.0850
H 2.1160 -1.3538 -6.3891 0.0755
H 1.4521 -0.1874 -5.3530 0.0841
H 1.4199 -1.8666 -4.8395 0.0536
H -2.0603 0.0421 -8.9871 0.0846
H -1.1946 0.4575 -10.3747 0.0849
H -1.1411 1.5771 -8.9596 0.0781
H -1.3827 1.1162 -6.6313 0.0554
C 3.3275 -3.5357 -3.5653 -0.0029
C 4.5744 -2.6296 -3.5593 -0.4404
C 4.1687 -1.1417 -3.2542 -0.1231
C 4.1416 -0.7778 -1.7629 -0.1586
C 4.0759 -2.0066 -0.7950 -0.1301
C 5.2622 -2.9469 -1.0573 -0.4743
N 5.5385 -3.0343 -2.5072 -0.1395
O 6.4821 -4.0131 -2.8275 -0.0063
C 6.5507 -2.3834 -0.4222 -0.0221
C 4.7958 -4.2815 -0.3874 -0.0184
C 5.3741 -2.3868 -4.8671 -0.0361
H 2.7215 -3.2686 -4.4325 0.0554
H 2.8077 -3.6886 -2.6260 0.0623
H 3.6144 -4.5355 -3.9162 0.0861
H 4.6725 -0.3334 -3.7811 0.1136
H 3.1142 -1.0516 -3.5333 0.0899
H 3.2798 -0.1363 -1.5771 0.0823
H 5.0783 -0.2871 -1.4928 0.0858
H 3.0898 -2.4413 -0.9565 0.0859
H 4.0432 -1.4808 0.1580 0.1005
H 7.3198 -3.1527 -0.3646 0.0828
H 6.9394 -1.5792 -1.0463 0.0814
H 6.2680 -2.0019 0.5595 0.0692
H 5.2777 -5.1734 -0.7829 0.0804
H 4.9120 -4.0978 0.6835 0.0899
H 3.7151 -4.3895 -0.4861 0.0398
H 4.7118 -1.9849 -5.6344 0.0774
H 5.7091 -3.3392 -5.2946 0.0766
H 6.2742 -1.7974 -4.7164 0.0872
H 7.2576 -3.5040 -3.0910 0.1016
C 5.4594 2.8437 4.6362 -0.0275
C 6.0623 1.9616 3.4999 -0.4819
C 4.7671 1.4354 2.7949 -0.1121
C 5.0463 0.8127 1.4384 -0.1643
C 5.7261 1.8524 0.5297 -0.1213
C 7.0027 2.4877 1.1492 -0.4827
N 6.8324 2.7988 2.5776 -0.1222
O 7.8885 3.4588 3.2003 -0.0047
C 8.2090 1.5575 0.9545 -0.0313
C 7.3027 3.7765 0.3634 -0.0403
C 6.8893 0.9332 4.2244 -0.0388
H 5.2734 2.2388 5.5216 0.0889
H 4.7037 3.5311 4.2601 0.0361
H 6.2279 3.5138 5.0431 0.0800
H 4.1168 0.8366 3.4373 0.1353
H 4.0817 2.2743 2.6372 0.0676
H 4.1676 0.4691 0.8895 0.0830
H 5.6917 -0.0664 1.5143 0.0928
H 5.0085 2.5612 0.1161 0.1181
H 6.1233 1.2745 -0.3082 0.0988
H 8.8923 1.7546 0.1279 0.0813
H 8.8064 1.5685 1.8693 0.0804
H 7.9526 0.4950 0.8766 0.0697
H 7.0602 3.6181 -0.6920 0.0825
H 6.6785 4.6351 0.6142 0.0825
H 8.3727 3.9781 0.3922 0.0772
H 6.2845 0.3490 4.9202 0.0867
H 7.7000 1.3521 4.8200 0.0874
H 7.3084 0.2391 3.4890 0.0792
H 7.5940 4.3660 3.3354 0.1054
C -3.1597 4.8949 4.8958 -0.2132
C -3.4644 3.5980 5.6581 -0.2529
O -3.4213 2.4156 4.9098 -0.0704
O -3.9254 4.7601 3.6862 -0.0736
H -2.1248 5.1672 4.6769 0.1041
H -3.5333 5.6703 5.5673 0.1186
H -4.4058 3.6692 6.2079 0.1174
H -2.7134 3.6047 6.4657 0.1155
H -3.8142 1.6498 5.3268 0.0881
H -3.6306 3.9161 3.3246 0.0618
C -7.2914 0.9021 3.0131 -0.2219
C -6.6827 -0.1155 2.0241 -0.1989
O -5.4867 -0.7486 2.5191 -0.0998
O -6.4346 1.4351 3.9919 -0.0757
H -8.1735 0.5268 3.5411 0.1190
H -7.5235 1.8370 2.4885 0.1194
H -6.3472 0.4235 1.1294 0.1035
H -7.3652 -0.8271 1.5622 0.1160
H -5.0753 -0.0767 3.0773 0.0387
H -6.6771 1.4137 4.9144 0.0893
C 2.8852 4.9385 3.4158 -0.2145
C 2.6067 4.1615 2.1314 -0.2187
O 1.3296 3.5706 2.0730 -0.0663
O 2.2473 6.2128 3.5762 -0.0758
H 3.9521 4.9923 3.6524 0.0967
H 2.5427 4.3372 4.2669 0.1283
H 3.4767 3.5343 1.9493 0.0859
H 2.6643 4.9047 1.3256 0.1313
H 0.6698 4.2408 1.8554 0.0529
H 2.1407 6.4333 4.5040 0.0971
C 0.2476 -3.0220 6.1321 -0.6999
O 1.0606 -2.0773 6.1320 -0.0056
N 0.0674 -3.8205 7.1841 0.1670
N -0.4399 -3.3198 5.0076 0.1746
H -0.3354 -4.7369 7.1409 0.0808
H 0.6777 -3.4709 7.9120 0.1157
H -1.3025 -3.8229 5.1661 0.0599
H -0.3150 -2.6928 4.2296 0.0815
```

Summary:
Lowest unoccupied orbital energy (eV): 0.2
Frontier orbital gap (eV): 7.887



The following is a DFT calculation (wB97M-V/def2-TZVPD) of a structure of composition C32H38Br2F3N4O7S.

The geometry in XYZ format:
```
87
Properties=species:S:1:pos:R:3:lowdin_charge:R:1
C 6.1813 -4.2741 0.6125 -0.0052
C 6.7433 -2.8839 0.5816 -0.0566
C 5.8925 -1.5300 0.9891 -0.2471
O 5.5370 -1.3814 2.2839 -0.0331
O 5.4694 -0.4724 0.0491 -0.1209
C 6.0759 0.8276 0.3805 -0.1887
C 5.0220 1.9182 1.0439 -0.1599
C 4.0959 2.7028 -0.0925 -0.2102
C 3.3991 4.0763 0.5585 -0.1861
C 1.9192 3.6591 1.1834 -0.1606
C 0.6576 4.1116 0.1857 -0.1395
N -0.0156 2.8903 -0.4765 -0.0495
C 0.5560 2.6314 -1.8872 0.0522
C 0.0745 1.3765 -2.8123 -0.0850
C 0.7961 1.2775 -4.3178 -0.0823
C -1.0480 0.3491 -2.2204 0.0032
C -1.5120 -0.9387 -3.1167 -0.1589
N -0.9799 -1.3501 -4.4785 0.0753
C 0.1616 -2.1258 -4.2694 -0.0343
O 1.3595 -2.7246 -4.1877 0.0457
C -2.6512 -1.9488 -2.5021 0.0731
C -3.2738 -1.6014 -1.0200 -0.0254
C -4.4110 -2.7246 -0.5240 -0.1406
O -3.6447 -3.6504 0.3757 -0.1601
C -2.8723 -4.6233 -0.4112 -0.1998
O -2.2972 -5.5899 0.5829 -0.1668
C -1.1272 -6.2823 0.0197 -0.1702
C 0.2906 -5.4601 0.1448 -0.1999
O 1.4016 -6.4533 0.1913 -0.1411
C -2.8245 -0.2793 -0.0977 -0.0392
C -3.6257 -0.1273 1.3035 -0.1862
C -4.8841 0.9457 1.0405 -0.4597
S -6.0068 0.4663 -0.3775 0.8701
C -5.2967 1.4549 -1.8512 -0.4082
N -5.5094 2.9749 -2.0130 0.0079
N -4.8048 3.3072 -3.1646 -0.0405
C -4.1383 2.1042 -3.7955 -0.0280
O -4.4537 0.9313 -2.9584 -0.1352
C -1.6474 0.7149 -0.6976 0.0536
C -1.0863 2.0194 0.1825 0.0264
C -1.5309 2.4277 1.6878 -0.1070
C -0.5950 1.4934 2.7151 -0.1605
C -1.1383 1.4781 4.2596 -0.6317
F -1.9693 0.2623 4.5970 -0.1024
Br 0.5287 1.2759 5.4192 0.7156
C -1.8563 2.8607 4.7658 -0.6033
F -1.0683 4.1008 4.5106 -0.0643
F -3.2994 2.9847 4.3388 -0.0742
Br -1.9493 2.7108 6.7987 0.7132
H 6.0344 -4.9272 -0.3646 0.0809
H 5.9077 -4.8108 1.6432 0.0942
H 7.8829 -2.7807 0.2550 0.1214
H 6.9146 0.6577 1.2092 0.1420
H 6.6406 1.2528 -0.5795 0.1445
H 5.6813 2.7744 1.5502 0.1267
H 4.3921 1.3829 1.8720 0.1230
H 4.7477 2.9737 -1.0393 0.1162
H 3.2854 1.9244 -0.4615 0.1043
H 3.3386 4.8557 -0.3162 0.1027
H 4.0958 4.5699 1.3897 0.1245
H 1.9024 2.4670 1.1657 0.1024
H 1.7632 3.9898 2.2946 0.1191
H -0.1077 4.8290 0.7097 0.1340
H 1.1856 4.7841 -0.6490 0.1282
H 1.3844 3.3617 -2.3440 0.1441
H -0.1242 1.2276 -5.0770 0.0975
H 1.5154 0.3566 -4.4039 0.0881
H 1.3708 2.2848 -4.5666 0.0951
H -3.0169 -2.8957 -3.1308 0.1369
H -4.8312 -3.3362 -1.4453 0.1420
H -5.2476 -2.2636 0.1499 0.1044
H -1.9139 -4.1137 -0.9082 0.1327
H -3.4819 -5.1510 -1.2612 0.1523
H -1.3914 -6.6145 -1.0790 0.1406
H -0.9817 -7.2803 0.6578 0.1549
H 0.4470 -4.8476 -0.8437 0.1120
H 0.3579 -4.7281 1.0563 0.1363
H 2.2723 -6.0315 -0.0707 0.0998
H -4.1942 -1.1113 1.6755 0.1333
H -2.9772 0.1627 2.2468 0.0985
H -5.5023 0.9957 2.0445 0.1114
H -4.5146 2.0362 0.8223 0.0824
H -3.4499 1.9921 -4.7381 0.1441
H -2.6780 2.3608 1.9358 0.1070
H -1.2639 3.5425 2.0213 0.1246
H -0.6138 0.3762 2.3090 0.1462
H 0.5258 1.8222 2.7401 0.0777
```

Summary:
Lowest unoccupied orbital energy (eV): -4.9
Frontier orbital gap (eV): 5.443
Charge: +1



The evaluated DFT total energy for the records listed, in turn: -54302.421, -130341.903, -213125.092 eV.